Entry 1:
# C22H24FN3V

C22H24FN3V as an isolated structure (ωB97M-V/def2-TZVPD, the Open Molecules 2025 dataset).

Geometry as XYZ:
```
51
Properties=species:S:1:pos:R:3:forces:R:3
V 0.02431 -0.21581 -1.02737 0.006 0.346 -2.346
C -2.87894 0.33300 -1.68563 -0.030 0.068 -0.048
N -1.99371 -0.62484 -1.00885 -1.353 -0.506 0.171
C -2.01087 -1.92694 -1.69736 -0.301 -0.213 -0.060
C -2.34404 -0.78578 0.40320 0.054 -0.025 0.280
C -3.64854 -0.94809 0.82930 -0.029 0.120 -0.057
C -3.94844 -1.01302 2.18341 0.028 -0.026 0.070
C -2.92231 -0.86326 3.10481 -0.126 0.027 -0.052
C -1.60743 -0.73860 2.69032 0.189 -0.044 -0.062
C -1.26982 -0.78364 1.32764 -0.349 -0.085 0.183
N -0.01744 -0.76540 0.76677 -0.037 -0.903 1.511
C 1.18838 -1.09929 1.32360 0.304 -0.167 0.191
C 1.42538 -1.68373 2.58112 -0.086 0.076 -0.025
C 2.70897 -1.98640 2.99960 0.088 0.022 -0.021
C 3.80571 -1.73883 2.18733 0.038 -0.024 0.043
C 3.59315 -1.21909 0.91896 -0.020 0.040 -0.072
C 2.31698 -0.91345 0.48359 -0.012 -0.070 0.270
N 2.05892 -0.48092 -0.89137 1.369 -0.368 0.288
C 2.14130 -1.64778 -1.78934 0.262 -0.146 -0.094
C 2.96988 0.58014 -1.34286 0.006 0.127 -0.018
H -3.91197 -0.02387 -1.74010 0.023 -0.036 -0.018
H -2.84769 1.27823 -1.14998 0.013 0.003 -0.010
H -2.51930 0.50038 -2.70228 0.032 -0.018 0.013
H -3.02522 -2.33984 -1.76019 0.012 0.006 0.042
H -1.62424 -1.81744 -2.71346 -0.012 0.006 0.011
H -1.39229 -2.63779 -1.14572 0.019 0.021 -0.009
H -4.45713 -0.99967 0.10994 0.041 0.000 -0.029
H -4.97041 -1.15302 2.50796 0.000 0.049 0.006
H -3.15198 -0.83261 4.16257 0.030 -0.016 0.005
H -0.83052 -0.57088 3.42184 -0.033 -0.067 0.008
H 0.59625 -1.92865 3.22677 0.005 0.025 -0.021
H 2.85304 -2.42395 3.97980 -0.008 -0.010 -0.008
H 4.80936 -1.96451 2.52105 -0.014 -0.001 0.015
H 4.43969 -1.05897 0.26146 -0.019 0.002 -0.013
H 3.13295 -2.11520 -1.76578 0.006 0.036 0.041
H 1.41602 -2.40533 -1.47571 0.002 0.006 -0.019
H 1.93269 -1.34132 -2.81688 -0.019 -0.013 0.013
H 3.98719 0.21257 -1.51195 -0.019 -0.046 0.029
H 2.59263 1.00645 -2.27298 -0.002 -0.028 -0.003
H 2.99096 1.36900 -0.59490 -0.046 0.009 -0.015
F 0.17505 5.90090 -1.08298 -0.017 0.088 0.001
C 0.09687 4.54919 -1.03299 -0.008 -0.118 0.004
C 0.13576 3.91854 0.19527 0.000 0.034 0.068
C 0.07111 2.53130 0.23403 -0.019 0.006 -0.105
C -0.03506 1.74719 -0.92570 -0.034 1.524 -0.216
C -0.09003 2.45490 -2.13997 0.020 0.060 0.181
C -0.02278 3.84243 -2.21137 -0.018 0.051 -0.113
H 0.21363 4.50832 1.10053 0.013 0.029 -0.031
H 0.10310 2.03699 1.20078 0.020 0.052 0.027
H -0.18958 1.90740 -3.08012 0.008 0.066 -0.033
H -0.06953 4.37100 -3.15576 0.026 0.030 0.024
```
Forces are in eV/Å.

Calculated total energy   -56077.20483 eV
Multiplicity   4
Net charge   0
Strongest force on any atom   2.37 eV/A
E_LUMO (alpha / beta)   0.162 / 0.022 eV
Gap between HOMO and LUMO (alpha / beta)   6.2 / 7.1 eV

***

Entry 2:
# C38H51Cl3N2O3PdSbSi

C38H51Cl3N2O3PdSbSi as an isolated structure (ωB97M-V/def2-TZVPD, the Open Molecules 2025 dataset).

Geometry as XYZ:
```
100
Properties=species:S:1:pos:R:3:forces:R:3
C -2.51225 4.21038 -1.43006 -0.354 0.078 0.313
C -1.31864 3.72262 -2.17355 1.235 -0.153 -0.534
H -2.50675 5.29304 -1.28432 -0.009 -0.132 0.086
H -2.59081 3.72461 -0.44405 -0.024 0.164 -0.561
H -3.41201 3.98774 -2.02165 0.042 -0.099 0.218
C -0.51570 4.50295 -2.91252 -0.368 -0.284 0.162
C -0.73070 5.96566 -3.08743 -0.101 0.516 -0.240
H 0.29847 4.06516 -3.50231 -0.326 0.151 0.352
H -1.38452 6.38481 -2.30933 0.335 -0.016 -0.300
H -1.22201 6.14248 -4.05633 0.118 0.192 0.130
H 0.21956 6.51964 -3.09363 -0.221 -0.062 0.007
Pd -0.21389 0.03211 -0.04261 0.502 0.799 -0.123
Cl -1.64827 -0.94235 -1.59163 -0.938 -0.666 -0.896
Cl -1.28221 -0.32813 2.61114 -0.475 0.361 0.237
C 1.46187 -1.24840 -2.55258 0.106 0.640 0.914
O 1.69963 -0.68657 -1.46070 -0.381 -0.786 -1.266
N 2.38752 -1.92015 -3.25753 0.084 -0.161 -0.182
C 3.74009 -2.08789 -2.73870 -0.153 -0.076 -0.203
C 2.09983 -2.51905 -4.56020 0.112 0.063 0.170
H 0.45596 -1.21546 -3.00774 0.300 -0.025 0.173
H 3.84070 -1.50411 -1.81774 -0.018 -0.164 -0.290
H 4.46051 -1.75652 -3.50079 -0.091 0.036 0.242
H 3.92703 -3.15138 -2.52880 -0.054 0.222 0.046
H 1.03323 -2.44299 -4.81165 0.317 0.047 0.248
H 2.40173 -3.57713 -4.56630 -0.175 0.187 0.133
H 2.67862 -2.02244 -5.35358 -0.143 0.038 0.202
H 0.30444 4.22058 0.61905 0.065 -0.170 0.158
H 2.33413 4.56101 -1.34630 0.134 -0.145 0.184
C 1.12165 3.73433 1.16443 0.013 -0.233 -0.314
C 2.89004 4.07782 -0.52600 -0.388 -0.309 -0.052
N 2.04483 3.13513 0.19802 0.403 -0.126 0.223
H 0.71639 2.95675 1.82226 0.103 0.262 -0.304
C 2.15772 1.80323 0.07969 -1.039 -0.397 1.737
O 1.52859 1.01984 0.84998 1.883 1.354 -1.115
H 3.76957 3.55937 -0.92290 -0.150 0.160 0.011
H 2.85128 1.45838 -0.71938 -0.324 -0.019 0.567
H 1.69541 4.47637 1.72500 -0.141 -0.009 0.175
H 3.19701 4.85316 0.18349 0.165 -0.103 -0.193
O -0.62732 2.06193 -0.66302 1.020 0.111 0.001
C -1.00537 2.24200 -1.96973 -0.398 -0.549 0.215
C 1.34055 1.95381 -2.97034 0.195 0.087 -0.463
C -0.02861 1.69467 -3.02733 -0.451 0.345 0.179
H 1.77262 2.43044 -2.08688 -0.457 -0.151 -0.606
C 2.15649 1.65734 -4.07073 -0.047 -0.099 0.338
H -1.95392 1.69348 -2.07911 -0.133 -0.027 -0.683
C -0.55243 1.01941 -4.13503 0.002 0.344 0.048
H 3.23521 1.85334 -4.02518 -0.427 -0.006 -0.051
C 1.59903 1.09420 -5.21669 0.221 -0.109 -0.107
C 0.24512 0.76276 -5.24583 -0.011 -0.142 0.132
H -1.60743 0.73243 -4.09294 0.353 0.148 -0.188
H 2.23374 0.88389 -6.08017 -0.174 0.065 0.189
H -0.18594 0.29638 -6.13061 0.099 0.037 0.142
Si -2.97953 1.78539 3.48711 -0.304 0.454 0.114
Cl -2.30380 2.33389 1.54281 -0.884 0.287 1.178
C -1.51194 1.95923 4.68833 -0.094 0.151 0.125
C -4.21136 0.33239 3.44078 -0.026 -0.121 0.056
C -4.09887 3.17282 4.20893 0.294 0.132 -0.570
H -0.55649 2.14947 4.18371 -0.261 -0.331 -0.052
H -1.38658 1.12662 5.38577 0.045 -0.092 -0.234
H -1.71825 2.85031 5.29657 -0.015 -0.122 -0.043
H -3.46905 4.04810 4.42937 -0.271 -0.144 -0.012
H -4.57887 2.83830 5.14155 0.165 0.021 -0.219
H -4.87554 3.48566 3.50204 0.001 -0.053 0.145
H -3.85677 -0.53510 2.88223 0.047 0.156 0.126
H -5.15184 0.65721 2.96440 0.277 0.136 0.205
H -4.46668 -0.00982 4.46376 0.172 0.252 -0.352
C 2.90330 -5.61110 -0.90181 0.064 0.130 0.075
C 1.82344 -5.09753 -1.62990 -0.072 0.298 0.457
C 0.96701 -4.15835 -1.03021 0.384 -0.597 -0.514
C 1.20432 -3.75811 0.27504 -0.949 0.677 1.283
C 2.26910 -4.25977 1.01494 0.632 -0.705 -0.578
C 3.13571 -5.19293 0.41542 -0.267 0.236 -0.012
Sb -0.08041 -2.17177 1.23940 0.788 -1.126 -0.253
C -2.04017 -3.18644 1.00855 1.052 -0.477 0.321
C -3.23180 -2.49828 0.76686 -0.350 0.134 0.231
C -4.46070 -3.16817 0.81753 0.531 -0.256 -0.047
C -4.47123 -4.55688 1.00468 0.081 0.046 -0.151
C -3.27012 -5.26741 1.08892 -0.021 0.115 -0.098
C -2.04499 -4.58292 1.10351 -0.902 0.203 0.072
C 0.93815 -2.07446 3.26630 -0.807 -0.565 -0.679
C 0.19713 -2.24839 4.44577 0.485 0.186 0.403
C 0.67800 -1.71474 5.64918 0.169 -0.158 -0.207
C 1.93437 -1.08834 5.69509 -0.276 0.039 -0.467
C 2.67726 -0.95982 4.51934 -0.109 -0.028 0.087
C 2.16820 -1.43006 3.29865 0.088 -0.036 0.362
H 3.57910 -6.33081 -1.36905 -0.196 0.158 0.138
H 1.64269 -5.42080 -2.65361 0.052 -0.001 0.151
H 0.11236 -3.76910 -1.59331 0.220 -0.031 0.213
H 2.44041 -3.94653 2.04955 -0.100 -0.085 -0.365
H 3.98355 -5.58700 0.98274 -0.248 0.055 -0.225
H -3.22942 -1.43892 0.50802 0.160 -0.229 0.387
H -5.39172 -2.60372 0.69387 0.376 -0.277 0.004
H -5.42116 -5.09252 1.03583 0.225 0.104 -0.008
H -3.28315 -6.36139 1.12586 -0.016 0.376 0.105
H -1.12369 -5.14893 1.18128 0.028 0.095 0.075
H -0.77627 -2.74507 4.43285 0.275 0.268 -0.087
H 0.06483 -1.75189 6.55505 0.210 -0.138 -0.307
H 2.29781 -0.65112 6.62639 -0.069 -0.172 -0.232
H 3.64368 -0.45069 4.53911 -0.266 -0.138 -0.009
H 2.73020 -1.25121 2.38166 -0.157 -0.018 0.143
```
Forces are in eV/Å.

Calculated total energy   -104820.95767 eV
Multiplicity   3
Net charge   -1
Strongest force on any atom   2.57 eV/A
E_LUMO (alpha / beta)   2.437 / 2.393 eV
Gap between HOMO and LUMO (alpha / beta)   5.8 / 7.1 eV

***

Entry 3:
# C20H10Cl2F6N4O14S2Zn

C20H10Cl2F6N4O14S2Zn as an isolated structure (ωB97M-V/def2-TZVPD, the Open Molecules 2025 dataset).

Geometry as XYZ:
```
59
Properties=species:S:1:pos:R:3:forces:R:3
Zn -1.31743 -0.68714 -0.15154 -0.554 0.036 0.232
Cl -3.69810 -3.88348 6.19157 -0.009 -0.016 0.029
C -2.95102 -2.96900 4.89693 -0.001 -0.012 0.051
C -2.14709 -1.86307 5.22591 -0.028 -0.037 -0.073
C -1.56120 -1.13350 4.23420 -0.009 -0.036 -0.074
Cl -0.57107 0.23021 4.63041 0.010 0.028 0.039
C -1.72012 -1.44272 2.82775 -0.067 -0.046 0.065
O -1.17206 -0.73560 1.95014 0.112 -0.068 0.094
C -2.54157 -2.59117 2.55924 0.112 0.226 -0.007
C -2.76209 -3.02036 1.20298 0.030 -0.037 0.078
O -2.28080 -2.53868 0.18754 -0.144 -0.157 0.027
C -3.14343 -3.32433 3.59551 -0.018 -0.025 -0.082
H -1.99542 -1.59442 6.26291 0.004 0.018 -0.022
H -3.43836 -3.88954 1.09158 0.041 -0.026 0.000
H -3.75906 -4.18130 3.34333 0.007 0.022 0.019
F 1.73971 -4.01235 0.57055 0.140 0.129 0.018
C 2.50558 -2.96913 0.19707 -0.243 -0.137 0.033
F 2.88497 -2.33041 1.29379 0.014 0.007 -0.150
F 3.57801 -3.45643 -0.43094 -0.015 0.026 0.030
S 1.47635 -1.92548 -0.96172 0.348 -0.136 0.088
O 0.70470 -1.13538 -0.00182 0.534 -0.066 -0.520
O 0.77651 -2.89442 -1.74550 -0.106 0.065 -0.045
N 2.46376 -1.14910 -1.89002 -0.320 0.050 0.438
S 3.55921 -0.09650 -1.45384 0.233 0.140 -0.083
O 4.41697 -0.55317 -0.39733 0.011 -0.069 0.048
O 3.14438 1.27171 -1.44229 -0.157 -0.032 -0.033
C 4.58007 -0.26282 -2.99052 -0.098 -0.139 -0.108
F 5.57531 0.63488 -2.98339 -0.061 -0.028 0.082
F 3.85683 -0.06208 -4.09991 0.126 -0.014 0.157
F 5.13183 -1.48309 -3.06461 -0.056 0.151 -0.048
O -3.08869 -2.52303 -2.82000 0.057 0.085 -0.045
C -2.27937 -1.64308 -3.04238 0.017 -0.037 0.070
C -1.80822 -1.27726 -4.45834 0.062 0.043 0.039
C -0.90469 -0.06744 -4.25776 -0.031 -0.124 0.002
C -0.86915 0.08974 -2.74576 -0.133 0.229 0.104
O -0.22857 0.94491 -2.14939 -0.017 -0.188 -0.075
N -1.65823 -0.83593 -2.12431 0.305 0.010 -0.394
H -2.67509 -1.08000 -5.08810 -0.033 -0.050 0.004
H -1.28079 -2.14103 -4.86556 -0.036 -0.008 -0.001
H -1.30244 0.84566 -4.70070 0.050 0.041 0.013
H 0.11677 -0.20603 -4.61377 -0.020 0.032 -0.004
O -3.24021 2.99303 -0.06636 0.069 -0.109 0.043
C -2.32085 2.19699 0.13319 -0.160 0.084 -0.154
O -2.40391 0.93199 0.13830 -0.099 0.247 0.143
C -0.95033 2.81090 0.41118 0.037 -0.051 0.017
C -0.72941 4.11821 0.01238 0.080 0.233 -0.077
C 0.49824 4.71395 0.25925 -0.183 -0.352 0.087
C 1.51426 4.04382 0.91173 0.268 0.151 0.081
C 1.26168 2.75246 1.32150 -0.222 0.103 -0.094
C 0.05386 2.12038 1.07623 0.051 -0.196 0.048
N 2.31461 2.04108 2.06366 0.296 -0.166 -0.095
O 2.15810 0.85974 2.27567 -0.040 0.170 0.039
O 3.29326 2.68609 2.41497 -0.190 -0.048 -0.001
N 0.72352 6.10057 -0.15242 0.130 0.224 -0.185
O -0.19772 6.70658 -0.66962 0.048 -0.089 0.074
O 1.82713 6.58640 0.03899 -0.123 -0.074 0.037
H -1.51843 4.65990 -0.48586 -0.047 -0.020 0.017
H 2.46677 4.50980 1.10323 0.001 0.006 0.004
H -0.10748 1.10948 1.43208 0.028 0.036 0.017
```
Forces are in eV/Å.

Calculated total energy   -166967.06300 eV
Multiplicity   1
Net charge   -2
Strongest force on any atom   0.75 eV/A
E_LUMO   3.739 eV
Gap between HOMO and LUMO   7.3 eV

***

> Which value of calculated total energy does entry 3 give?

-166967.06300 eV

***

> Which value of net charge does entry 1 give?

0